[1]
C6H7N | ωB97M-V/def2-TZVPD

Summary:
HOMO energy in eV: -8.2
Frontier orbital gap in eV: 8.93
Structure (SMILES): C=C/N=c1/cc1C
Relative energy (zero: lowest compared OMol25 entry of this formula, charge and spin) in kcal per mole: 102.9
Total energy in Eh: -287.4232

```
14
Properties=species:S:1:pos:R:3:forces:R:3:mulliken_charge:R:1
C -0.5674 -2.0550 0.1573 1.60 3.76 0.91 -0.598
C -0.7211 -0.8899 0.8645 -0.76 -1.35 -0.31 0.353
C 0.1269 -0.8532 -0.2710 -0.06 -0.26 -1.05 0.600
C 1.5312 1.8114 -2.1863 0.20 -1.84 1.97 -0.745
C 1.2351 1.1107 -1.0726 -1.51 -1.80 -1.36 -0.038
C -1.5026 -0.3759 2.0346 1.45 2.71 -1.00 -1.037
N 0.8612 -0.3605 -1.1919 0.72 2.35 0.54 -0.659
H -0.4350 -3.0904 0.0951 -0.64 -1.33 -0.05 0.368
H 1.9430 2.7781 -2.2717 -0.07 1.12 0.43 0.297
H 1.6253 1.2052 -3.0358 -0.04 -0.65 -1.37 0.290
H 1.0488 1.5188 -0.0985 0.32 0.40 0.48 0.251
H -1.0919 -0.7737 2.9138 0.61 -0.49 1.38 0.308
H -2.4356 -0.7909 1.9007 -2.30 -0.79 -0.04 0.358
H -1.6179 0.7653 2.1618 0.47 -1.83 -0.53 0.253
```
Positions in Å, forces in eV/Å.


[2]
C6H7N | ωB97M-V/def2-TZVPD

Summary:
HOMO energy in eV: -9.0
Frontier orbital gap in eV: 9.74
Relative energy (zero: lowest compared OMol25 entry of this formula, charge and spin) in kcal per mole: 107.9
Total energy in Eh: -287.4153

```
14
Properties=species:S:1:pos:R:3:forces:R:3:mulliken_charge:R:1
C -2.1448 0.0204 0.1539 -2.57 1.52 -1.96 -0.728
C -0.7162 -0.1221 -0.1054 1.88 -0.20 -1.47 0.492
C 0.1692 0.9889 -0.3383 -5.67 1.46 1.69 -0.260
C 1.5168 1.0325 -0.1068 0.60 -0.32 2.13 -0.327
C 1.9249 -0.3341 0.1196 3.81 2.25 0.10 -0.214
C 1.0260 -1.3640 -0.1423 3.13 -4.57 0.63 -0.154
H -2.7050 -0.8682 -0.7023 1.27 2.64 3.61 0.256
H -2.2058 -0.0050 1.3960 -0.87 -0.20 -3.54 0.237
H -2.4692 1.1657 -0.3650 0.45 -3.37 2.07 0.295
H -0.7363 1.6971 -0.2503 2.93 1.16 -0.71 0.111
H 2.1298 2.0478 0.2397 -1.61 -3.04 -1.52 0.266
H 3.1033 -0.4145 0.4897 -3.38 -0.63 -1.35 0.196
H 1.3906 -2.4775 -0.2371 0.02 2.34 0.40 0.300
N -0.2834 -1.3671 -0.1513 0.01 0.95 -0.08 -0.470
```
Positions in Å, forces in eV/Å.